Here is C25H21BBrN4O10SY as an isolated structure from the OMol25 dataset. Energies are from ωB97M-V/def2-TZVPD.

```
64
Properties=species:S:1:pos:R:3
Y 2.36 -0.36 -0.26
O 2.12 -3.68 2.33
C 2.17 -3.11 1.26
O 2.79 -1.97 1.08
C 1.51 -3.75 0.04
C 0.95 -4.99 0.28
C 0.30 -5.69 -0.74
C 0.19 -5.17 -2.01
C 0.73 -3.93 -2.26
C 1.42 -3.17 -1.27
O 1.94 -2.02 -1.55
N 0.57 -3.42 -3.63
O 0.84 -2.27 -3.88
O 0.21 -4.22 -4.47
N -0.28 -7.00 -0.45
O -0.83 -7.58 -1.36
O -0.16 -7.44 0.67
H 1.02 -5.40 1.27
H -0.31 -5.72 -2.79
O 5.02 2.05 -5.77
C 4.45 1.67 -4.62
C 3.24 2.19 -4.15
C 2.74 1.71 -2.96
N 3.37 0.78 -2.23
C 4.52 0.31 -2.69
Br 5.33 -1.02 -1.61
C 5.11 0.70 -3.87
H 4.46 2.70 -6.23
H 2.69 2.93 -4.71
H 1.80 2.07 -2.57
H 6.05 0.28 -4.21
C -6.15 3.15 2.53
C -5.26 1.91 2.64
C -6.04 0.71 2.06
C -4.98 1.65 4.13
C -3.94 2.06 1.89
C -3.61 3.22 1.18
C -2.41 3.37 0.49
C -1.54 2.30 0.53
O -0.30 2.16 -0.05
B 0.16 0.87 0.29
O -0.81 0.26 1.10
C -1.85 1.15 1.22
C -3.03 1.00 1.91
H -7.07 2.98 3.08
H -6.42 3.36 1.49
H -5.66 4.03 2.95
H -6.99 0.59 2.59
H -5.48 -0.22 2.17
H -6.25 0.86 1.00
H -5.92 1.54 4.67
H -4.42 2.49 4.56
H -4.39 0.74 4.28
H -4.31 4.04 1.16
H -2.17 4.27 -0.05
H -3.24 0.08 2.44
S 4.20 3.44 2.22
C 5.41 2.23 2.24
C 5.02 1.19 1.47
N 3.78 1.31 0.91
C 3.22 2.45 1.25
H 6.32 2.35 2.79
H 5.59 0.28 1.30
H 2.23 2.73 0.93
```

Properties
Energy above the lowest of the compared OMol25 structures with the same formula, charge and spin = 5.7 kcal/mol
Highest occupied orbital energy = -8.5 eV
F_max = 0.70 eV/A
Total energy = -4972.13161 Ha

---

Here is a 9-piece molecular cluster, C49H97ClO11 overall in a non-equilibrium geometry from the OMol25 dataset. Energies are from ωB97M-V/def2-TZVPD.

```
158
Properties=species:S:1:pos:R:3
C -1.09 0.45 -5.02
C -1.17 1.18 -6.22
C -0.67 2.68 -6.24
C -0.23 3.01 -4.77
C -1.28 3.61 -3.92
C -0.92 3.88 -2.55
C 0.43 3.56 -2.03
C 1.49 3.01 -2.87
C 2.91 2.72 -2.33
C 3.24 1.15 -2.38
C 4.65 0.85 -3.07
C 5.82 0.72 -2.01
C 6.72 -0.52 -2.38
C 5.97 -1.91 -2.33
C 5.55 -2.22 -0.83
C 4.22 -3.09 -0.82
C 3.17 -2.35 0.14
C 3.46 -2.90 1.62
C 2.50 -4.13 1.84
C 2.52 -4.72 3.31
C 2.49 -3.60 4.41
C 1.04 -2.96 4.48
C 1.12 2.73 -4.28
C 2.12 2.14 -5.32
C 2.75 3.25 -6.28
C 3.39 4.45 -5.50
O 4.71 4.15 -4.99
C 0.63 3.87 -0.51
O 1.29 3.16 0.20
C -0.14 5.14 0.02
C 0.53 5.98 1.14
Cl -0.45 7.42 1.67
C 0.91 5.16 2.43
C -0.23 4.21 2.95
C -1.36 5.44 -0.48
C -1.97 4.51 -1.58
O -3.16 4.32 -1.71
H -0.43 -0.43 -4.87
H -1.68 0.79 -4.12
H -1.59 0.67 -7.12
H 0.19 2.77 -6.94
H -1.47 3.40 -6.57
H -2.28 3.83 -4.34
H 3.09 3.05 -1.29
H 3.63 3.26 -3.00
H 2.43 0.69 -3.01
H 3.22 0.68 -1.36
H 4.51 -0.06 -3.71
H 4.84 1.70 -3.78
H 5.37 0.67 -1.00
H 6.42 1.67 -2.08
H 7.55 -0.57 -1.62
H 7.11 -0.39 -3.43
H 5.04 -1.96 -2.94
H 6.68 -2.68 -2.75
H 6.43 -2.73 -0.35
H 5.35 -1.30 -0.24
H 4.48 -4.08 -0.35
H 3.74 -3.22 -1.82
H 3.24 -1.24 0.08
H 2.13 -2.67 -0.16
H 4.54 -3.23 1.64
H 3.30 -2.06 2.34
H 1.48 -3.82 1.50
H 2.87 -4.94 1.14
H 3.42 -5.38 3.47
H 1.57 -5.32 3.42
H 3.27 -2.81 4.30
H 2.66 -4.11 5.40
H 0.66 -2.67 3.47
H 0.99 -2.13 5.22
H 0.37 -3.80 4.84
H 1.57 1.43 -6.00
H 2.94 1.54 -4.86
H 3.53 2.76 -6.91
H 1.98 3.70 -6.96
H 3.51 5.30 -6.24
H 2.76 4.83 -4.66
H 4.76 4.63 -4.14
H 1.50 6.39 0.74
H 1.84 4.58 2.17
H 1.21 5.82 3.28
H -0.91 4.79 3.62
H 0.19 3.38 3.59
H -0.85 3.74 2.16
H -1.98 6.30 -0.18
C -3.15 -2.12 -1.90
C -2.62 -2.44 -3.29
O -1.22 -2.73 -3.22
H -2.62 -1.26 -1.48
H -4.22 -1.89 -1.94
H -3.00 -2.96 -1.23
H -2.76 -1.58 -3.95
H -3.14 -3.30 -3.71
H -1.11 -3.49 -2.64
C 1.30 1.42 6.85
C 2.32 0.94 5.84
O 1.70 0.12 4.86
H 0.82 0.57 7.34
H 1.77 2.05 7.61
H 0.51 2.00 6.36
H 3.10 0.35 6.33
H 2.80 1.79 5.34
H 1.02 0.65 4.42
C 0.32 7.33 6.20
C 0.39 8.83 6.04
O 1.43 9.19 5.15
H 1.27 6.94 6.58
H -0.47 7.04 6.89
H 0.15 6.85 5.23
H 0.59 9.31 7.00
H -0.56 9.22 5.65
H 1.24 8.78 4.30
C -6.68 -3.52 0.71
C -6.14 -3.84 -0.67
O -4.75 -4.13 -0.60
H -6.15 -2.67 1.14
H -7.75 -3.28 0.67
H -6.54 -4.36 1.39
H -6.27 -2.98 -1.34
H -6.66 -4.70 -1.10
H -4.64 -4.89 -0.02
C 1.93 -9.98 3.17
C 2.02 -8.46 3.11
O 1.11 -7.88 4.04
H 0.92 -10.31 2.94
H 2.62 -10.44 2.46
H 2.17 -10.34 4.17
H 1.76 -8.10 2.11
H 3.03 -8.12 3.35
H 1.35 -8.19 4.92
C -5.70 3.33 0.27
C -6.71 4.45 0.39
O -6.06 5.65 0.80
H -5.19 3.16 1.22
H -6.18 2.40 -0.04
H -4.93 3.58 -0.47
H -7.46 4.21 1.14
H -7.21 4.62 -0.56
H -5.40 5.87 0.13
C -4.38 -6.90 -5.52
C -4.25 -5.39 -5.47
O -5.09 -4.85 -4.46
H -5.41 -7.19 -5.71
H -3.74 -7.32 -6.29
H -4.10 -7.34 -4.56
H -4.55 -4.95 -6.42
H -3.22 -5.09 -5.26
H -4.82 -5.23 -3.62
C -4.88 -1.06 5.01
C -5.77 -1.44 3.84
O -5.89 -2.86 3.76
H -3.89 -1.50 4.89
H -4.78 0.03 5.08
H -5.29 -1.43 5.95
H -5.35 -1.09 2.90
H -6.77 -1.01 3.96
H -6.27 -3.17 4.59
```

Properties
Highest occupied orbital energy = -8.0 eV
F_max = 3.01 eV/A
Total energy = -3212.74242 Ha

---

Here is a 8-piece molecular cluster, C38H72BrN10O11S overall in a non-equilibrium geometry from the OMol25 dataset. Energies are from ωB97M-V/def2-TZVPD.

```
133
Properties=species:S:1:pos:R:3
C 3.59 -2.98 1.03
C 4.89 -3.08 0.09
C 4.86 -2.07 -1.17
C 5.34 -0.57 -0.81
C 4.63 0.57 -1.72
N 3.44 1.06 -0.90
C 2.24 0.24 -1.01
C 0.95 0.54 -0.22
Br -0.57 -0.70 -0.52
C 0.91 1.77 0.74
C -0.39 2.09 1.60
O -0.57 3.29 1.93
O -1.37 1.15 1.98
C -0.93 0.31 3.08
C -1.30 -1.24 2.93
S -3.07 -1.59 2.50
C -3.22 -2.27 0.81
N -4.03 -1.78 -0.26
N -3.96 -2.42 -1.45
C -2.98 -3.46 -1.18
O -2.55 -3.36 0.17
C 2.22 2.64 0.78
C 3.50 2.26 -0.06
C 4.79 3.19 0.02
C 6.13 2.45 0.52
O 7.14 2.35 -0.54
H 3.59 -3.89 1.75
H 2.59 -3.02 0.48
H 3.57 -2.05 1.71
H 5.80 -2.81 0.73
H 4.96 -4.16 -0.31
H 3.82 -2.15 -1.63
H 5.60 -2.47 -1.97
H 6.48 -0.45 -0.89
H 5.06 -0.40 0.29
H 5.33 1.42 -2.01
H 4.18 0.11 -2.66
H 2.26 -0.66 -1.70
H -1.31 0.69 4.11
H 0.22 0.37 3.12
H -0.55 -1.76 2.21
H -1.11 -1.73 3.96
H -2.64 -4.20 -1.99
H 2.26 3.58 1.45
H 4.59 4.05 0.77
H 4.91 3.72 -1.00
H 5.88 1.41 0.92
H 6.60 3.07 1.36
H 6.87 2.92 -1.30
C -7.13 -3.69 -5.30
O -6.45 -4.65 -4.98
N -7.17 -2.50 -4.63
C -8.01 -1.40 -5.07
C -6.37 -2.34 -3.44
H -7.77 -3.71 -6.19
H -7.37 -0.54 -5.28
H -8.72 -1.15 -4.28
H -8.55 -1.66 -5.98
H -5.32 -2.48 -3.69
H -6.66 -3.09 -2.70
H -6.51 -1.34 -3.01
C -6.59 -1.28 5.21
O -5.84 -2.20 4.93
N -7.41 -0.63 4.33
C -8.27 0.46 4.75
C -7.40 -1.03 2.94
H -6.67 -0.89 6.24
H -9.31 0.19 4.53
H -8.01 1.36 4.19
H -8.17 0.65 5.81
H -7.69 -2.09 2.87
H -6.40 -0.92 2.54
H -8.10 -0.43 2.36
C -1.40 -7.85 -2.00
O -0.44 -8.47 -2.41
N -2.68 -7.95 -2.47
C -3.77 -7.17 -1.93
C -2.95 -8.88 -3.55
H -1.31 -7.12 -1.17
H -4.53 -7.85 -1.53
H -4.20 -6.56 -2.72
H -3.42 -6.52 -1.12
H -2.67 -9.89 -3.24
H -2.34 -8.60 -4.42
H -4.01 -8.85 -3.82
C -0.03 -5.15 3.42
O 0.76 -5.10 2.50
N -1.28 -5.71 3.36
C -2.16 -5.73 4.51
C -1.72 -6.30 2.12
H 0.20 -4.73 4.41
H -2.40 -6.77 4.76
H -3.08 -5.20 4.26
H -1.70 -5.25 5.37
H -1.04 -7.10 1.83
H -1.72 -5.54 1.34
H -2.73 -6.71 2.23
C 5.72 7.09 -0.04
O 5.35 6.07 -0.61
N 6.87 7.21 0.68
C 7.25 8.46 1.33
C 7.75 6.07 0.80
H 5.13 8.02 -0.07
H 8.21 8.79 0.93
H 7.34 8.28 2.40
H 6.50 9.23 1.15
H 8.07 5.75 -0.20
H 7.21 5.25 1.26
H 8.63 6.32 1.40
C -5.36 -1.08 -7.82
O -5.84 -1.07 -8.93
N -4.15 -0.54 -7.47
C -3.64 -0.59 -6.12
C -3.36 0.12 -8.49
H -5.87 -1.56 -6.97
H -3.49 0.42 -5.75
H -2.68 -1.12 -6.12
H -4.34 -1.12 -5.46
H -3.94 0.94 -8.92
H -3.14 -0.60 -9.29
H -2.43 0.50 -8.07
C 7.11 9.31 4.80
O 8.04 8.81 4.19
N 6.86 10.65 4.90
C 5.72 11.16 5.64
C 7.75 11.58 4.24
H 6.37 8.69 5.33
H 5.09 11.74 4.96
H 6.08 11.82 6.44
H 5.14 10.35 6.08
H 7.77 11.37 3.17
H 8.76 11.45 4.64
H 7.42 12.61 4.41
```

Properties
Highest occupied orbital energy = -10.5 eV
F_max = 7.28 eV/A
Net charge = +1
Total energy = -5837.97451 Ha

---

Here is an isolated molecule of C20H19N7 in a non-equilibrium geometry from the OMol25 dataset. Energies are from ωB97M-V/def2-TZVPD.

```
46
Properties=species:S:1:pos:R:3
N -9.69 -0.66 0.27
N -7.95 -2.25 1.01
N -1.45 -1.88 0.85
N -1.87 0.23 0.16
N -8.85 -1.42 0.65
C -2.35 -0.94 0.70
C -0.58 0.05 0.04
C 5.90 -0.78 -0.67
C 5.16 -0.56 -1.78
C 0.72 3.31 -1.36
C -6.13 -0.52 0.74
C -5.64 -2.82 1.26
C -4.75 -0.23 0.67
C -4.27 -2.52 1.21
C -0.13 2.22 -1.09
C 1.99 3.34 -0.82
C 1.65 1.19 0.16
C -6.59 -1.83 1.05
C -3.80 -1.23 0.88
C 0.36 1.16 -0.34
C 2.48 2.30 -0.05
N -0.32 -1.29 0.37
N 4.46 0.95 -0.17
C 0.88 -2.08 0.24
C 5.65 0.26 0.38
C 4.35 0.68 -1.62
C 3.94 2.22 0.42
H 6.59 -1.62 -0.52
H 5.11 -1.22 -2.62
H 0.32 4.12 -1.93
H -6.85 0.29 0.54
H -5.98 -3.83 1.48
H -4.42 0.74 0.42
H -3.57 -3.31 1.40
H -1.13 2.18 -1.51
H 2.61 4.20 -1.04
H 2.07 0.40 0.80
H 1.62 -1.60 -0.42
H 1.31 -2.29 1.24
H 0.65 -3.04 -0.25
H 6.50 0.97 0.45
H 5.42 -0.20 1.38
H 3.33 0.54 -1.94
H 4.75 1.50 -2.24
H 4.53 3.09 0.11
H 3.98 2.19 1.51
```

Properties
Energy above the lowest of the compared OMol25 structures with the same formula, charge and spin = 0.0 kcal/mol
Highest occupied orbital energy = -8.1 eV
F_max = 7.41 eV/A
Total energy = -1156.71952 Ha

---

Here is an isolated molecule of C2Br2F2O in a non-equilibrium geometry from the OMol25 dataset. Energies are from ωB97M-V/def2-TZVPD.

```
7
Properties=species:S:1:pos:R:3
C 0.83 -0.18 0.05
C -0.67 0.31 0.11
O 1.23 -1.16 -0.37
F -1.13 -0.07 1.33
F -1.27 -0.38 -0.87
Br 2.09 1.16 0.75
Br -0.97 2.12 -0.21
```

Properties
Energy above the lowest of the compared OMol25 structures with the same formula, charge and spin = 0.9 kcal/mol
Highest occupied orbital energy = -10.7 eV
F_max = 3.49 eV/A
Total energy = -5499.19550 Ha

---

Here is an isolated molecule of C4H10NP in a non-equilibrium geometry from the OMol25 dataset. Energies are from ωB97M-V/def2-TZVPD.

```
16
Properties=species:S:1:pos:R:3
C -0.23 -0.77 2.73
C -1.43 1.29 -1.93
C 0.98 -1.94 -0.06
C -0.23 0.71 -1.22
N -0.61 -0.29 1.61
P -0.67 -1.06 0.07
H -0.17 0.01 3.46
H 0.47 -1.56 2.87
H -1.81 0.40 -2.38
H -2.09 1.80 -1.20
H -1.17 2.06 -2.60
H 1.15 -2.94 0.53
H 1.85 -1.29 0.21
H 1.10 -2.09 -1.15
H 0.07 1.41 -0.39
H 0.62 0.21 -1.79
```

Properties
Energy above the lowest of the compared OMol25 structures with the same formula, charge and spin = 38.2 kcal/mol
Highest occupied orbital energy = -8.2 eV
F_max = 3.53 eV/A
Total energy = -554.42390 Ha

---

Here is a 6-piece molecular cluster, C14H40O10 overall in a non-equilibrium geometry from the OMol25 dataset. Energies are from ωB97M-V/def2-TZVPD.

```
64
Properties=species:S:1:pos:R:3
C 3.36 -3.03 -5.60
C 3.09 -3.31 -4.13
C 2.37 -4.63 -3.93
O 4.31 -3.43 -3.45
H 4.04 -2.18 -5.68
H 2.43 -2.82 -6.11
H 3.89 -3.84 -6.11
H 2.46 -2.52 -3.73
H 1.96 -4.66 -2.92
H 3.11 -5.37 -4.24
H 1.53 -4.75 -4.61
H 4.64 -2.53 -3.45
C -2.63 6.54 3.43
C -1.27 6.87 2.86
C -0.06 6.38 3.61
O -1.26 6.37 1.58
H -2.76 5.48 3.65
H -3.42 6.96 2.82
H -2.72 7.02 4.41
H -1.21 7.95 2.73
H -0.18 6.59 4.68
H 0.79 6.99 3.30
H 0.12 5.31 3.52
H -1.26 5.41 1.64
C 0.51 -0.57 1.03
C 0.17 0.71 0.29
O -0.72 1.56 0.91
O -0.54 -1.49 0.99
H 0.77 -0.36 2.07
H 1.34 -0.94 0.44
H -0.21 0.48 -0.71
H 1.08 1.19 -0.06
H -1.43 1.06 1.31
H -0.18 -2.32 1.30
C -5.69 -0.95 0.76
C -5.83 -0.34 2.12
O -4.62 0.23 2.61
O -4.85 -2.09 0.72
H -5.24 -0.18 0.13
H -6.66 -1.25 0.36
H -6.18 -0.95 2.95
H -6.63 0.40 2.11
H -4.04 -0.38 3.07
H -3.97 -1.77 0.93
C 1.27 3.10 -5.32
C -0.20 3.14 -5.09
O -0.85 3.56 -6.23
O 1.56 2.32 -6.50
H 1.81 2.80 -4.42
H 1.48 4.16 -5.51
H -0.43 3.81 -4.26
H -0.58 2.16 -4.81
H -0.26 3.18 -6.89
H 2.37 2.58 -6.94
C 3.04 -6.04 5.22
C 1.81 -5.26 4.88
O 1.37 -5.62 3.57
O 4.17 -5.43 4.64
H 2.95 -7.06 4.87
H 3.11 -5.95 6.31
H 2.02 -4.19 4.87
H 0.99 -5.52 5.56
H 1.06 -6.53 3.59
H 4.88 -6.06 4.83
```

Properties
Energy above the lowest of the compared OMol25 structures with the same formula, charge and spin = 47.3 kcal/mol
Highest occupied orbital energy = -9.9 eV
F_max = 2.32 eV/A
Total energy = -1309.66805 Ha

---

Look up the total energy of the sixth one.
-554.42390 Ha

---

The lowest F_max belongs to which entry?
C25H21BBrN4O10SY